Record 1
{
  "formula": "C3H3NOS2",
  "method": "wB97M-V/def2-TZVPD",
  "homo_ev": [-8.50, -8.50],
  "relative_energy_ev": 3.9110,
  "homo_lumo_gap_ev": [8.267, 8.268],
  "spin_multiplicity": 1,
  "symbols": ["C", "C", "C", "N", "O", "S", "S", "H", "H", "H"],
  "positions_angstrom": [[-0.967, 0.433, 1.037], [1.719, -0.275, -2.014], [-1.334, 1.657, 1.182], [0.478, -1.642, 0.265], [1.103, 0.681, -2.019], [-0.796, -1.136, 1.040], [2.455, -1.613, -2.106], [-1.710, 2.169, 0.189], [-1.406, 2.304, 2.168], [0.459, -2.578, 0.257]],
  "forces_ev_per_a": [[0.6812, -1.1213, 0.6157], [-0.1655, -0.5407, -0.2673], [-1.4350, 3.0600, -0.4534], [-0.2461, 5.1412, 0.6813], [-0.8375, 1.8005, 0.2566], [-0.1036, -0.2913, -0.8903], [1.2067, -1.3150, -0.2117], [0.4533, -0.7801, 2.1753], [0.6364, -1.4939, -2.1364], [-0.1899, -4.4592, 0.2303]]
}

---

Record 2
{
  "formula": "C2H5ClO5S2",
  "method": "wB97M-V/def2-TZVPD",
  "homo_ev": 1.33,
  "total_charge": -2,
  "homo_lumo_gap_ev": 2.547,
  "spin_multiplicity": 1,
  "symbols": ["O", "S", "O", "S", "O", "Cl", "H", "O", "C", "C", "O", "H", "H", "H", "H"],
  "positions_angstrom": [[-0.112, 0.017, -1.680], [0.379, 1.361, -1.436], [-0.719, 2.424, -2.282], [-2.220, 2.512, -1.587], [1.518, 1.631, -2.512], [2.811, 2.983, -1.937], [-2.874, 1.942, -2.606], [0.065, -3.426, 2.038], [0.300, -2.173, 2.350], [0.003, -1.055, 1.157], [0.268, 0.193, 1.489], [1.359, -1.936, 2.616], [-0.319, -1.769, 3.192], [-1.063, -1.255, 0.890], [0.605, -1.447, 0.308]],
  "forces_ev_per_a": [[-0.1992, -0.0098, -0.1508], [1.1550, -0.2834, -0.9282], [-0.4882, 0.3522, 0.2123], [0.1652, 0.1759, -0.2480], [-2.1018, -1.7877, 0.3385], [1.6072, 1.6807, 0.6367], [-0.1942, -0.2056, 0.0478], [-0.0078, 0.5701, -0.0997], [0.3991, -1.1951, 1.3829], [-0.3806, 1.5475, -1.4911], [-0.0098, -0.8261, 0.2295], [-0.0385, 0.0479, -0.2952], [-0.1375, 0.0699, -0.2574], [0.0211, -0.0363, 0.3233], [0.2102, -0.1001, 0.2993]]
}

---

Record 3
{
  "formula": "C5H10NO5P",
  "method": "wB97M-V/def2-TZVPD",
  "homo_ev": -10.69,
  "smiles": "CC1(C)O[P@]2(=O)ON[C@@]1(C)OO2",
  "relative_energy_ev": 3.7830,
  "homo_lumo_gap_ev": 11.239,
  "spin_multiplicity": 1,
  "symbols": ["C", "C", "C", "O", "P", "O", "O", "N", "C", "C", "O", "O", "H", "H", "H", "H", "H", "H", "H", "H", "H", "H"],
  "positions_angstrom": [[-1.427, 0.991, 0.072], [-0.975, -0.413, 0.064], [-0.756, -0.908, -1.459], [-2.001, -1.311, 0.484], [-1.740, -1.993, 1.891], [-2.852, -2.688, 2.482], [-1.285, -0.749, 2.746], [0.020, -0.327, 2.314], [0.341, -0.665, 0.954], [1.676, -0.041, 0.572], [0.464, -2.249, 0.783], [-0.434, -2.847, 1.747], [-0.756, 1.569, 0.747], [-2.479, 1.166, 0.378], [-1.291, 1.464, -0.905], [-1.587, -1.522, -1.695], [0.198, -1.319, -1.721], [-0.904, -0.026, -2.089], [0.583, -0.949, 2.971], [2.202, -0.998, 0.111], [2.134, 0.384, 1.390], [1.652, 0.673, -0.209]],
  "forces_ev_per_a": [[0.0910, 2.4320, 0.7824], [1.9305, -1.6839, -2.5487], [-0.0009, 2.3575, 1.0159], [-0.0807, -0.6460, 1.0201], [-2.3219, 0.3518, -0.3037], [-0.5462, -0.5991, 0.1995], [0.0827, 0.9680, 0.1855], [1.6025, -1.2984, 1.6231], [-2.2518, -1.0485, -0.5834], [-0.6191, -4.4622, -2.4695], [0.3810, 1.9120, 0.5028], [1.3408, -0.7239, -0.4072], [-0.7273, -0.1390, -0.1708], [0.6921, -0.4158, -0.0352], [-0.1643, -0.1421, 0.1587], [-0.4074, -1.0388, -0.1254], [0.3941, -0.5588, 0.1961], [0.2825, -0.1034, -0.0598], [-0.1209, 1.3777, -1.1910], [-0.2879, 2.2104, 1.1327], [1.2589, 0.5135, 1.8732], [-0.5274, 0.7373, -0.7952]]
}

---

| no. | F_max (Eh/bohr) | electronic energy (eV) |
| --- | --- | --- |
| 1 | 0.1010 | -28363.923 |
| 2 | 0.0541 | -46577.847 |
| 3 | 0.0999 | -26360.880 |